# 1
Entry from the OMol25 dataset: a structure of composition C32H55BCaF10N10O6S2 at a distorted geometry (ωB97M-V/def2-TZVPD).

Calculated values
- Total energy: -129200.097 eV
- HOMO: -16.490 eV
- Energy relative to the best compared isomer or geometry (same formula, charge and spin): 0.0 kcal per mole
- Total charge: +4
- E_LUMO: -8.25 eV

```
117
C32H55BCaF10N10O6S2 | the OMol25 dataset | ωB97M-V/def2-TZVPD
Ca -1.39 -0.63 -3.46
C 1.56 3.84 -1.58
C 2.92 3.44 -2.10
N 3.53 4.45 -2.96
C 3.65 4.37 -4.33
C 4.21 5.54 -4.72
N 4.36 6.32 -3.61
C 3.93 5.65 -2.55
C 4.88 7.69 -3.61
H 1.67 4.71 -0.93
H 0.93 3.12 -1.07
H 0.99 4.19 -2.45
H 2.83 2.50 -2.65
H 3.63 3.17 -1.31
H 3.35 3.49 -4.88
H 4.52 5.89 -5.69
H 3.85 6.02 -1.55
H 4.56 8.22 -2.72
H 4.57 8.21 -4.50
H 5.97 7.65 -3.62
C 1.43 -2.53 5.35
C 2.29 -2.90 4.16
N 1.48 -3.18 2.95
C 1.77 -2.58 1.73
C 0.70 -2.76 0.94
N -0.22 -3.48 1.65
C 0.24 -3.66 2.88
C -1.49 -4.05 1.12
H 0.94 -1.56 5.15
H 1.95 -2.50 6.30
H 0.59 -3.22 5.42
H 2.82 -3.83 4.39
H 3.05 -2.18 3.90
H 2.69 -2.08 1.49
H 0.51 -2.54 -0.10
H -0.27 -4.22 3.64
H -2.08 -4.43 1.94
H -1.20 -4.88 0.47
H -1.93 -3.32 0.45
C 1.14 2.25 3.30
C -0.32 1.87 3.09
N -1.07 1.87 4.37
C -1.69 0.76 4.90
C -2.05 1.06 6.16
N -1.69 2.36 6.38
C -1.02 2.79 5.32
C -1.78 3.10 7.64
H 1.26 3.27 3.66
H 1.65 2.17 2.34
H 1.69 1.59 3.96
H -0.33 0.86 2.72
H -0.80 2.54 2.38
H -1.85 -0.15 4.34
H -2.59 0.48 6.89
H -0.49 3.73 5.31
H -2.79 2.98 8.03
H -1.69 4.17 7.46
H -1.06 2.75 8.38
C -3.99 -0.23 1.52
C -5.24 -0.45 2.34
N -6.35 -1.04 1.58
C -6.23 -1.90 0.51
C -7.44 -2.46 0.29
N -8.29 -1.92 1.23
C -7.61 -1.11 2.01
C -9.74 -2.14 1.25
H -3.12 -0.02 2.13
H -4.15 0.47 0.70
H -3.70 -1.14 0.98
H -5.61 0.46 2.80
H -5.03 -1.12 3.18
H -5.31 -2.11 0.00
H -7.75 -3.20 -0.42
H -8.01 -0.61 2.87
H -9.99 -2.89 0.51
H -10.25 -1.23 0.94
H -10.08 -2.47 2.23
C 4.30 -1.94 -1.45
C 3.63 -0.72 -2.07
N 4.61 0.10 -2.78
C 5.70 0.71 -2.19
C 6.46 1.21 -3.20
N 5.84 0.88 -4.38
C 4.73 0.20 -4.09
C 6.41 1.03 -5.71
H 5.13 -1.63 -0.81
H 4.78 -2.54 -2.23
H 3.61 -2.57 -0.89
H 3.09 -0.17 -1.30
H 2.85 -1.04 -2.76
H 5.84 0.64 -1.13
H 7.33 1.83 -3.12
H 4.01 -0.11 -4.83
H 7.33 1.61 -5.67
H 5.72 1.52 -6.40
H 6.63 0.05 -6.14
B -0.46 0.16 -0.77
F -1.20 0.76 0.26
F -0.98 -1.11 -1.09
F -0.71 0.97 -1.94
F 0.88 0.06 -0.41
C -5.40 -2.31 -3.40
F -5.60 -1.18 -2.69
F -6.51 -3.05 -3.32
F -5.17 -1.97 -4.67
S -3.98 -3.25 -2.69
O -4.35 -3.44 -1.30
O -3.87 -4.43 -3.46
O -2.88 -2.28 -2.87
C 1.62 -4.30 -2.96
F 1.35 -4.08 -1.65
F 2.79 -3.69 -3.22
F 1.72 -5.59 -3.17
S 0.29 -3.55 -3.97
O 0.17 -2.18 -3.35
O 0.73 -3.54 -5.32
O -0.88 -4.31 -3.66
```

***

# 2
Entry from the OMol25 dataset: a structure of composition C23H38F4N4OsSi at a distorted geometry (ωB97M-V/def2-TZVPD).

Calculated values
- Total energy: -51625.426 eV
- Expectation value of S²: 6.06
- Multiplicity: 5
- HOMO (spin up / spin down): -14.570 / -14.611 eV
- Total charge: +2
- E_LUMO (spin up / spin down): -6.07 / -8.23 eV

```
71
C23H38F4N4OsSi | the OMol25 dataset | ωB97M-V/def2-TZVPD
Os -0.01 0.73 0.20
C 1.19 0.95 3.50
C 2.25 0.33 2.61
N 1.71 -0.48 1.51
C 2.76 -0.79 0.53
C 2.20 -1.38 -0.77
C 1.04 -1.70 1.98
C -0.49 -1.57 2.02
N -0.98 -0.90 0.84
C -2.24 -1.18 0.40
C -2.58 -0.84 -0.93
F -1.60 -0.23 -1.67
C -3.81 -1.11 -1.50
F -4.04 -0.75 -2.75
C -4.79 -1.74 -0.75
C -4.52 -2.04 0.58
F -5.46 -2.58 1.33
C -3.28 -1.78 1.15
F -3.11 -2.04 2.45
H 1.68 1.57 4.24
H 0.63 0.19 4.04
H 0.50 1.57 2.93
H 2.93 -0.28 3.22
H 2.84 1.14 2.16
H 3.50 -1.49 0.96
H 3.29 0.14 0.30
H 1.97 -2.44 -0.68
H 2.93 -1.26 -1.57
H 1.28 -0.85 -1.06
H 1.39 -1.98 2.98
H 1.29 -2.53 1.32
H -0.81 -1.00 2.90
H -0.91 -2.58 2.12
H -5.75 -1.97 -1.18
C -2.15 2.70 4.92
Si -3.35 2.52 3.44
C -4.31 4.11 3.03
C -4.53 1.04 3.69
C -2.23 2.12 1.99
C -1.40 1.75 1.17
H -2.68 3.08 5.79
H -1.34 3.39 4.69
H -1.72 1.74 5.19
H -4.90 4.42 3.89
H -4.98 3.95 2.19
H -3.63 4.92 2.78
H -5.17 1.22 4.55
H -3.98 0.12 3.87
H -5.16 0.90 2.82
C 3.99 3.93 -3.35
C 2.49 4.24 -3.24
N 1.96 3.94 -1.92
C 2.14 4.97 -0.91
C 3.23 4.66 0.11
C 1.38 2.77 -1.65
C 1.17 1.78 -2.75
N 0.95 2.44 -0.44
H 4.30 4.10 -4.38
H 4.19 2.89 -3.10
H 4.58 4.57 -2.71
H 1.95 3.69 -4.00
H 2.34 5.31 -3.43
H 1.18 5.14 -0.41
H 2.39 5.89 -1.43
H 3.02 3.77 0.69
H 3.32 5.50 0.79
H 4.19 4.52 -0.38
H 0.53 2.20 -3.53
H 0.67 0.89 -2.37
H 2.12 1.48 -3.21
H 1.07 3.20 0.23
```

***

# 3
Entry from the OMol25 dataset: a cluster of 7 separate species, C17H50N12O9 in total at a distorted geometry (ωB97M-V/def2-TZVPD).

Calculated values
- Total energy: -54752.109 eV
- HOMO: -8.657 eV
- Energy relative to the best compared isomer or geometry (same formula, charge and spin): 0.9 kcal per mole
- E_LUMO: 0.37 eV

```
88
C17H50N12O9 | the OMol25 dataset | ωB97M-V/def2-TZVPD
C 32.01 -6.74 10.16
O 30.68 -6.77 10.58
C 29.99 -5.57 10.35
C 29.83 -4.68 11.58
N 28.62 -5.01 12.28
C 28.41 -4.25 13.50
C 27.03 -4.48 14.06
O 26.15 -3.47 13.56
C 24.93 -3.43 14.25
H 32.49 -7.70 10.39
H 32.65 -5.99 10.66
H 32.13 -6.60 9.08
H 28.99 -5.85 9.98
H 30.38 -5.02 9.48
H 29.88 -3.64 11.23
H 30.71 -4.88 12.20
H 27.84 -4.83 11.66
H 28.61 -3.17 13.38
H 29.14 -4.58 14.25
H 27.06 -4.42 15.15
H 26.67 -5.45 13.70
H 24.28 -4.29 14.15
H 24.42 -2.52 13.91
H 25.11 -3.23 15.32
C 22.88 -7.61 25.71
O 23.01 -6.42 24.97
C 23.03 -6.62 23.57
C 22.86 -5.27 22.91
N 21.56 -4.68 23.17
C 20.54 -4.93 22.17
C 20.92 -4.34 20.82
O 19.77 -4.37 20.00
C 20.08 -4.37 18.62
H 22.00 -8.19 25.40
H 22.73 -7.29 26.74
H 23.76 -8.25 25.62
H 22.19 -7.28 23.27
H 23.91 -7.19 23.26
H 22.99 -5.39 21.83
H 23.70 -4.66 23.25
H 21.23 -4.98 24.08
H 19.66 -4.35 22.47
H 20.27 -5.98 22.03
H 21.75 -4.87 20.33
H 21.28 -3.31 20.95
H 20.64 -5.27 18.32
H 20.75 -3.54 18.37
H 19.14 -4.30 18.08
N 23.14 -0.17 16.64
C 22.19 -1.09 16.26
N 21.64 -0.92 15.01
O 21.83 -2.00 17.00
H 23.53 -0.28 17.55
H 23.23 0.66 16.09
H 21.00 -1.65 14.75
H 21.88 -0.15 14.42
N 23.39 -3.49 19.10
C 23.87 -4.52 18.34
N 23.44 -4.50 17.05
O 24.72 -5.33 18.74
H 23.79 -3.23 19.99
H 22.73 -2.82 18.72
H 22.92 -3.67 16.79
H 23.90 -5.09 16.37
N 22.86 -2.01 23.46
C 23.81 -1.40 22.69
N 24.22 -0.16 23.11
O 24.30 -1.91 21.68
H 22.40 -2.88 23.20
H 22.65 -1.63 24.36
H 23.95 0.29 23.96
H 24.95 0.22 22.54
N 27.43 -5.76 20.71
C 26.91 -4.77 21.53
N 25.56 -4.56 21.38
O 27.60 -4.22 22.38
H 26.84 -6.17 20.00
H 28.33 -6.15 20.88
H 25.13 -4.95 20.54
H 25.25 -3.64 21.67
N 25.39 -7.59 17.26
C 25.37 -7.30 15.94
N 25.86 -8.28 15.10
O 24.88 -6.26 15.48
H 25.85 -8.39 17.64
H 25.02 -6.87 17.89
H 25.97 -8.14 14.12
H 26.38 -9.04 15.49
```

***

# 4
Entry from the OMol25 dataset: an isolated molecule of C3H4F2 at a distorted geometry (ωB97M-V/def2-TZVPD).

Calculated values
- Total energy: -8608.723 eV
- HOMO: -9.913 eV
- Energy relative to the best compared isomer or geometry (same formula, charge and spin): 32.1 kcal per mole
- E_LUMO: 1.08 eV

```
9
C3H4F2 | the OMol25 dataset | ωB97M-V/def2-TZVPD
F 0.94 1.13 -0.03
C 0.22 0.02 0.00
F 1.07 -1.09 0.00
C -1.24 -0.04 -0.73
C -1.09 0.00 0.77
H -1.30 0.73 -1.52
H -1.43 -0.95 -1.33
H -1.38 -0.81 1.45
H -1.34 0.78 1.46
```

***

# 5
Entry from the OMol25 dataset: a structure of composition C35H33As2ClN15O8Tc at a distorted geometry (ωB97M-V/def2-TZVPD).

Calculated values
- Total energy: -211950.645 eV
- Expectation value of S²: 3.78
- Multiplicity: 4
- HOMO (spin up / spin down): -10.919 / -10.932 eV
- Energy relative to the best compared isomer or geometry (same formula, charge and spin): 0.0 kcal per mole
- Total charge: +1
- E_LUMO (spin up / spin down): -4.47 / -5.50 eV

```
95
C35H33As2ClN15O8Tc | the OMol25 dataset | ωB97M-V/def2-TZVPD
Tc -1.14 -0.33 1.91
C 0.79 -2.95 -1.02
C 0.61 -2.04 0.03
N -0.58 -1.49 0.26
C -1.60 -1.84 -0.55
C -1.40 -2.76 -1.57
N -0.22 -3.31 -1.79
C -2.91 -1.30 -0.17
C -4.08 -1.42 -0.88
C -5.29 -1.02 -0.29
C -5.24 -0.47 0.99
C -4.02 -0.28 1.61
N -2.88 -0.69 1.03
C -3.79 0.36 2.91
C -4.79 0.88 3.73
N -4.53 1.44 4.89
C -3.26 1.51 5.27
C -2.24 1.02 4.47
N -2.50 0.44 3.30
C -6.57 -1.18 -1.00
C -6.71 -2.09 -2.05
C -7.94 -2.22 -2.68
N -9.00 -1.52 -2.32
C -8.89 -0.65 -1.33
C -7.70 -0.44 -0.65
H 1.75 -3.39 -1.21
H 1.42 -1.79 0.70
H -2.22 -3.10 -2.20
H -4.06 -1.83 -1.88
H -6.14 -0.21 1.52
H -5.83 0.86 3.42
H -3.05 1.98 6.21
H -1.20 1.10 4.76
H -5.89 -2.72 -2.36
H -8.07 -2.91 -3.50
H -9.78 -0.10 -1.06
H -7.65 0.32 0.12
N 0.96 -1.65 4.41
C 1.33 -0.48 3.81
N 2.42 0.19 4.12
N 2.42 1.23 3.29
N 1.39 1.23 2.52
N 0.63 0.15 2.83
C -0.11 -2.40 4.01
N -0.43 -3.60 4.44
N -1.54 -3.93 3.78
N -1.90 -3.01 2.97
N -1.00 -2.00 3.08
H 1.60 -2.06 5.07
C -1.08 1.86 -4.18
O 0.27 1.67 -3.75
C 0.45 1.11 -2.56
O -0.46 0.79 -1.83
C 1.89 1.01 -2.19
C 2.73 0.51 -3.10
As 4.69 0.42 -2.94
C 5.01 2.37 -3.14
C 4.85 0.35 -0.97
C 3.88 0.40 -0.05
As 2.06 1.11 -0.23
C 2.52 3.01 0.00
C 4.04 -0.39 1.21
O 3.13 -1.11 1.57
O 5.21 -0.33 1.79
C 5.43 -1.18 2.93
C 6.18 -0.32 -0.70
O 6.36 -1.42 -1.16
O 7.14 0.31 -0.04
C 6.99 1.66 0.41
C 2.11 -0.25 -4.24
O 1.39 -1.19 -3.97
O 2.35 0.06 -5.51
C 3.10 1.24 -5.81
H -1.05 2.61 -4.97
H -1.70 2.20 -3.35
H -1.48 0.92 -4.57
H 5.20 2.61 -4.18
H 5.89 2.65 -2.57
H 4.15 2.95 -2.79
H 3.45 3.25 -0.53
H 2.64 3.18 1.07
H 1.71 3.63 -0.38
H 6.50 -1.17 3.11
H 5.09 -2.19 2.73
H 4.90 -0.77 3.79
H 7.77 1.81 1.15
H 6.02 1.82 0.88
H 7.13 2.35 -0.42
H 2.83 1.51 -6.83
H 4.17 1.03 -5.77
H 2.84 2.06 -5.14
Cl -2.83 2.50 1.01
C -1.23 1.76 1.22
H -0.63 2.45 1.81
H -0.81 1.67 0.22
```

***

# 6
Entry from the OMol25 dataset: a cluster of 2 separate species, C16H17NO in total at a distorted geometry (ωB97M-V/def2-TZVPD).

Calculated values
- Total energy: -20404.050 eV
- HOMO: -7.636 eV
- Energy relative to the best compared isomer or geometry (same formula, charge and spin): 41.0 kcal per mole
- E_LUMO: 0.75 eV

```
35
C16H17NO | the OMol25 dataset | ωB97M-V/def2-TZVPD
C 1.19 -0.76 3.81
C 0.69 -0.93 2.45
C 1.29 -0.33 1.38
N 0.57 -0.65 0.20
C -0.56 -1.38 0.57
C -1.26 -2.32 -0.20
C -2.06 -3.24 0.46
C -2.31 -3.19 1.80
C -1.46 -2.33 2.61
C -0.58 -1.46 2.01
H 1.65 -1.67 4.22
H 0.47 -0.38 4.55
H 1.96 0.03 3.92
H 2.30 0.01 1.13
H 0.69 -0.07 -0.61
H -1.07 -2.50 -1.24
H -2.35 -4.13 -0.11
H -2.99 -3.71 2.43
H -1.53 -2.54 3.69
C 2.40 0.91 -2.81
C 1.15 1.57 -2.29
C 1.14 2.50 -1.29
C -0.07 3.12 -0.94
C -1.20 2.73 -1.63
O -2.40 3.36 -1.31
C -1.28 1.82 -2.68
C -0.03 1.33 -3.04
H 2.89 0.33 -2.08
H 3.00 1.71 -3.30
H 2.24 0.11 -3.57
H 2.06 2.72 -0.73
H -0.17 3.64 -0.01
H -2.31 3.57 -0.36
H -2.15 1.47 -3.18
H 0.07 0.63 -3.84
```